C17H34EuO2P2 | ωB97M-V/def2-TZVPD

Properties
Calculated total energy: -2211.45368 Ha
ΔE to the lowest compared entry with this formula, charge and spin: 0.000 eV
<S²>: 15.76
Spin multiplicity: 8
Strongest force on any atom: 0.0867 hartree/bohr

The geometry in XYZ format:
```
56
Properties=species:S:1:pos:R:3:forces:R:3
C -3.184822 1.022333 -0.493630 0.34 0.95 -0.26
H 1.313050 2.669234 5.031524 0.10 -0.25 -0.06
C -3.475961 -0.382122 -0.892437 -1.22 -1.12 0.34
C -0.627079 -2.910939 -2.177024 0.14 -0.25 -0.33
H -2.681330 -0.797877 -1.557436 -0.22 0.32 0.66
C 1.895739 1.743137 5.082708 0.62 0.01 0.28
H 2.209164 -2.361662 2.386105 0.23 -0.02 0.59
H 1.877241 -2.957553 -2.303387 0.92 -0.15 0.26
H -1.090849 1.113076 2.297693 -0.32 0.33 -0.63
O 1.618339 1.737149 2.778369 0.55 0.12 -0.32
H 3.285496 -1.139056 3.273861 -0.41 -0.70 -0.14
H 2.459201 0.181431 -2.622001 -0.12 -0.10 -0.10
H -0.683435 -0.022190 -0.209895 -0.54 -0.43 1.43
P 0.305439 -1.569830 -1.358535 -0.05 -0.50 -0.20
H -2.960311 -3.315929 0.343363 0.85 0.33 0.25
H 2.128343 3.596950 -2.769728 0.03 -0.34 0.32
H -3.686023 -0.641461 1.207992 -0.36 -0.13 0.04
C -1.687384 0.596749 1.523740 -0.01 0.35 0.58
H 2.677293 1.860171 5.828388 0.03 -0.14 0.15
H -1.620842 -2.607919 -2.510571 0.03 0.05 0.16
H -0.038742 -3.201195 -3.056521 -0.22 -0.19 -0.05
H 0.533554 -1.089383 -3.654344 0.08 0.40 -0.25
H 1.638271 -1.493977 3.882537 -0.11 0.14 -0.39
C -2.380148 1.488016 0.479858 0.70 -0.39 -0.11
H -3.640782 1.740134 -1.173661 0.40 0.26 -0.02
Eu 2.640747 0.685896 0.910398 0.23 -1.51 3.79
H 2.720571 -1.654653 -1.365799 0.01 -0.41 0.09
C -3.726262 -1.307439 0.352526 -0.57 1.23 -0.62
C -0.324545 2.584155 -2.007046 -0.25 0.06 0.61
H -0.668002 3.504418 -1.505817 0.41 -0.31 0.05
H 1.974976 -3.075780 -0.493989 0.10 0.38 -0.34
H -0.253431 2.829863 -3.083056 0.61 -0.23 0.45
C 1.461210 0.632829 -2.692432 0.04 -0.09 0.21
H 2.680700 3.805597 -1.084011 0.02 -0.09 -0.25
P 1.274783 1.815489 -1.234573 -2.37 1.28 -3.55
H -4.722228 -1.770324 0.405468 0.31 0.11 -0.52
H -1.961316 2.505858 0.351782 -0.93 -0.35 0.55
H -0.722075 -3.774158 -1.513919 -0.04 0.12 -0.04
H -0.648286 -2.678210 0.904107 -0.30 0.50 0.06
C 2.485679 1.480168 3.713407 -0.62 0.22 -1.60
H -0.613229 0.044220 -2.941354 0.13 -0.21 0.19
C 0.363036 -0.434155 -2.789129 0.74 -0.19 -0.65
C -0.794698 -0.427654 0.834882 -0.48 0.58 -0.77
H -1.176203 1.895615 -1.919264 0.42 0.04 0.19
H 1.458067 1.244580 -3.603039 0.08 0.01 0.20
H -2.434115 0.052042 2.088693 -0.10 0.17 0.32
H 1.219856 0.930384 5.373571 0.22 0.08 -0.18
C -2.639921 -2.267102 0.459911 1.35 -0.43 1.24
C -1.383390 -1.865406 0.771854 0.41 -0.91 -0.33
H -4.375910 -0.465412 -1.515694 0.11 0.49 0.02
C 2.475898 3.065547 -1.869399 0.35 0.25 0.29
H 3.415188 2.547066 -2.110121 -0.11 0.21 0.05
C 1.907670 -2.394398 -1.358064 0.28 -0.39 -0.96
C 2.258465 -1.430443 2.979022 0.46 0.47 -1.56
O 3.642389 1.083416 3.420611 -0.70 0.88 0.51
H 0.280939 -0.419308 1.183529 -1.28 -0.53 0.35
```
Positions in Å, forces in eV/Å.

***

C12H46N8O15 | ωB97M-V/def2-TZVPD

Properties
Calculated total energy: -2051.37997 Ha
Structure (SMILES): NC(N)=O.NC(N)=O.NC(N)=O.NC(N)=O.OCCO.OCCO.OCCO.OCCO.O.O.O
Spin multiplicity: 1
Strongest force on any atom: 0.1748 hartree/bohr

The geometry in XYZ format:
```
81
Properties=species:S:1:pos:R:3:forces:R:3
H -3.289541 -2.637765 4.065024 0.17 -0.15 -0.49
H 5.609274 -3.760959 0.172439 -0.44 0.43 -0.10
H 1.030063 -0.724627 -0.613608 0.30 -0.01 0.15
H -4.811847 2.559383 -0.508971 0.02 -0.25 0.18
H 6.784112 2.097426 0.446500 1.11 -0.77 -0.11
O -1.842324 -0.754681 -4.514485 -0.05 -0.22 -0.22
H -1.665816 1.109958 -0.171609 -0.56 0.29 -0.09
H 0.144675 1.738648 -1.220093 0.04 0.57 -0.86
O -3.599005 8.423756 -4.927853 0.76 0.10 -0.30
C 6.143819 2.868307 -1.480604 -0.87 -2.04 1.67
O -2.016541 0.297448 0.200458 -0.22 -0.40 -0.40
H -0.647838 -4.178982 7.115730 0.78 0.18 0.05
H -3.832654 7.534415 -5.203678 0.11 -0.06 0.02
O 3.147963 -3.413552 2.071331 -1.33 1.51 0.25
H 7.934664 2.717769 -1.921374 0.55 0.05 -0.30
N -0.579149 -6.466738 -1.878809 2.57 0.97 -1.49
H -0.635096 -5.472746 -2.048969 0.21 -0.18 -0.26
C 6.386367 1.651632 -0.465182 -1.76 2.05 -0.81
H 4.559691 -1.335611 -4.254789 0.14 -0.11 -0.20
H -4.762092 -2.616636 4.954875 -0.06 0.11 0.19
N -0.077443 -5.527763 4.412309 1.21 -0.12 -3.02
H -4.319045 -0.909081 2.733531 0.30 -0.53 -0.10
O -2.527250 -6.249487 -0.913698 -3.22 2.63 0.97
H 0.548527 -4.861344 3.983169 -0.31 -0.05 -0.05
O -4.745846 3.314985 -1.092870 0.21 0.24 0.06
O -0.544215 5.428405 0.055978 -0.44 -0.86 0.06
H -4.771673 -3.644474 2.133578 0.40 0.12 -0.25
N 4.663314 -4.923973 1.741659 1.83 -6.61 3.66
O 7.061455 0.565664 -1.066811 0.74 0.57 0.56
H 5.220915 -5.509194 1.136109 -0.19 0.42 0.15
C -2.219496 8.672036 -5.236726 0.74 0.03 1.32
O 4.032508 -1.037320 -3.513623 0.15 -0.06 0.31
C -1.243953 8.516776 -4.035216 -0.06 -0.21 -0.36
H -0.443265 9.242453 -4.178066 0.10 0.18 -0.07
C -1.179440 6.082416 0.883941 3.58 -0.09 -2.42
H -0.404196 -6.295737 3.843496 0.28 0.11 0.42
H -2.302509 0.063197 -4.326011 -0.12 0.20 0.06
H 3.346338 -0.499162 -3.908329 -0.25 0.19 -0.05
H 6.534253 0.286272 -1.818866 -0.18 -0.06 -0.10
O 7.300815 3.438175 -1.950579 0.97 0.08 -0.30
H 5.382022 1.350969 -0.166852 -0.25 -0.19 0.00
H -1.074986 -1.502588 -0.665755 -1.21 0.67 -1.41
H 4.211948 -2.725884 -0.086782 0.75 0.41 -0.30
C -1.528937 -6.864791 -1.047918 -0.78 -0.20 -0.47
H 0.672817 -3.913509 5.910797 -0.50 0.59 0.60
O -1.060581 -6.436478 6.136777 -0.57 0.42 0.91
H -1.135757 7.633792 2.156928 0.82 0.12 -0.02
N -0.136399 -4.397566 6.272667 1.33 4.78 3.27
O -0.632859 7.223755 -3.983131 -0.43 0.05 -0.09
H -2.974614 5.391240 0.570974 -0.39 0.34 0.26
H 0.342234 -6.861562 -1.755196 -0.01 0.36 -0.16
H -4.423961 -4.586773 3.562628 -0.13 -0.37 0.18
H -1.896574 -8.346412 0.290809 -0.02 0.17 -0.43
C -0.443107 -5.471420 5.690684 -2.19 -5.84 -2.27
O 0.292992 0.865638 -1.590844 -0.67 0.55 0.03
H -0.787130 -1.238882 0.843859 0.15 0.66 0.96
C -4.368343 -2.543270 3.941134 -1.00 0.03 0.48
H -1.094890 -0.752805 -3.916524 0.20 0.06 0.22
C -0.983405 -0.620496 -0.032021 2.26 -0.11 0.79
H 4.333446 -5.348984 2.596442 0.13 -0.23 -0.22
C -4.981773 -3.723278 3.200234 1.42 0.49 -0.83
H -6.546498 -4.713145 2.926920 -0.44 -0.01 0.03
H -2.090072 9.712304 -5.535351 -0.53 0.06 -0.19
H -0.545302 -8.559046 -0.784233 -0.28 -0.24 0.47
H -0.659403 6.910226 -3.076163 0.03 -0.12 0.02
C 4.120242 -3.800361 1.459141 -3.04 -1.32 3.41
O -4.764962 -1.257864 3.508846 -0.38 0.35 0.17
C 0.343711 0.098142 -0.413424 0.18 -1.94 0.26
N -2.439625 6.049644 1.119032 -4.30 -1.09 0.39
H 5.540095 2.371752 -2.240240 -0.19 0.39 -0.69
O -6.369894 -3.859020 3.328031 -0.24 -0.03 0.59
H 5.556691 3.644657 -0.990022 -0.18 -0.13 0.04
H -1.792401 8.047584 -6.021435 -0.39 -0.15 -0.21
H 0.394855 7.217480 1.338761 -0.36 0.18 0.30
N 4.769589 -3.315746 0.514220 2.23 5.41 -6.83
H -1.717463 8.745528 -3.080458 -0.31 0.08 -0.10
N -0.580798 7.054793 1.543020 1.59 1.98 1.64
H -5.499625 3.233341 -1.677143 -0.18 0.02 -0.17
N -1.383529 -8.056488 -0.529453 1.53 -3.50 1.39
H 0.796802 0.730225 0.350306 -0.34 -0.25 0.54
H -2.833075 6.826007 1.631428 -0.54 -0.65 -0.32
```
Positions in Å, forces in eV/Å.

***

C4H6O2 | ωB97M-V/def2-TZVPD

Properties
Calculated total energy: -306.37209 Ha
ΔE to the lowest compared entry with this formula, charge and spin: 3.652 eV
Structure (SMILES): C1O[C@H]1[C@H]1CO1
Spin multiplicity: 1
Strongest force on any atom: 0.0336 hartree/bohr

The geometry in XYZ format:
```
12
Properties=species:S:1:pos:R:3:forces:R:3
C -1.535158 0.342910 0.031655 -0.51 0.50 0.32
O 1.457605 -0.077759 1.071052 0.85 -0.66 -0.36
H -1.213089 1.373966 -0.079360 -0.07 -0.08 -0.27
H -2.513407 0.192601 0.463365 -0.19 0.33 0.29
H 2.425495 0.693346 -0.575263 0.12 0.32 -0.29
C -0.593728 -0.714940 0.275534 -0.63 -0.58 -1.43
H 1.125348 -1.433719 -0.754592 0.47 0.40 0.76
H 0.895744 1.619784 -0.154399 0.08 -0.01 0.27
H -0.760081 -1.515395 1.015955 -0.48 0.16 -0.78
C 1.448682 0.686155 -0.114106 0.37 0.59 -0.47
C 0.781576 -0.584656 -0.138725 0.77 -0.22 1.53
O -1.309650 -0.583981 -1.008010 -0.78 -0.75 0.44
```
Positions in Å, forces in eV/Å.

***

C22H31BBrNO4PV | ωB97M-V/def2-TZVPD

Properties
Calculated total energy: -5097.08532 Ha
ΔE to the lowest compared entry with this formula, charge and spin: 0.515 eV
<S²>: 3.76
Spin multiplicity: 4
Strongest force on any atom: 0.0361 hartree/bohr
Total charge: -1

The geometry in XYZ format:
```
62
Properties=species:S:1:pos:R:3:forces:R:3
H 1.504961 0.042698 -4.312317 0.11 0.05 0.07
O 1.659363 -0.102383 -0.095545 0.55 -0.16 -0.48
H 3.550558 3.403135 -1.349430 -0.03 0.00 0.01
C 1.898767 -0.879879 2.132967 0.03 0.07 -0.39
H -0.036729 -0.402788 -5.085579 -0.13 -0.03 -0.04
C -0.029106 -1.792488 -2.578727 0.02 0.09 0.03
H 3.778842 0.803290 -4.734971 -0.01 0.01 0.01
H -3.232889 1.322067 -3.608442 -0.02 0.07 0.03
C -2.224244 3.500815 1.591932 0.11 -0.06 0.13
B -0.892310 1.713893 1.205504 -0.56 1.62 0.71
H 2.248365 -0.009990 2.690556 -0.04 0.00 0.04
O -0.808373 2.075163 2.591055 0.07 0.09 0.31
C 3.092276 2.677397 -2.010323 0.09 0.05 0.02
C 3.811036 2.172554 -3.085497 -0.03 0.01 0.01
H -1.599912 4.444670 -2.718286 -0.02 -0.05 -0.05
H -3.406995 3.047339 -3.282299 0.03 0.02 0.00
C -1.378123 2.322946 -3.056538 -0.11 -0.03 0.35
H 0.059630 -1.820006 2.047817 -0.09 -0.05 0.09
H -0.094072 -1.852556 -1.488723 0.02 -0.11 -0.01
H -2.954795 5.513434 4.766513 0.00 -0.02 0.00
H 1.273066 2.588077 -0.886846 0.02 -0.01 0.04
H -3.182301 -0.628805 -3.295946 0.05 -0.05 0.00
O 3.557949 -1.177912 0.438169 -0.18 0.17 -0.03
H -1.398753 3.432334 -4.889493 -0.01 0.02 0.02
C 1.929265 0.787648 -3.655821 -0.03 -0.03 0.00
H 4.822825 2.509047 -3.274625 0.00 -0.01 0.01
C -1.618321 3.145578 2.798242 -0.14 0.09 -0.13
C 1.195097 1.283415 -2.584226 0.03 0.04 -0.01
H -1.777405 -0.119053 -5.052021 0.01 -0.09 -0.01
C -1.001730 3.617573 -2.321934 0.02 -0.11 0.07
V -0.287302 0.058229 0.240979 0.06 -1.45 -0.32
H -3.552318 4.839248 0.563855 0.01 -0.02 0.00
C -2.894661 2.134222 -2.964089 0.04 -0.08 0.06
C -3.088333 4.570691 1.504378 0.03 -0.08 -0.08
H -2.556473 -2.209534 -2.832906 0.04 -0.01 -0.04
N 0.429363 -0.877907 2.097594 0.26 -0.15 0.11
H 1.009426 -1.584151 -2.835207 0.00 0.00 0.07
H -3.191384 1.910570 -1.936264 -0.07 0.02 -0.02
Br -2.557409 -0.911680 0.957648 -0.25 -0.23 0.03
C 2.446751 -0.725427 0.694185 0.42 -0.35 0.55
H 2.324912 -1.776956 2.581798 -0.01 0.01 0.05
C -3.337483 5.289679 2.674976 -0.02 0.05 0.03
C 3.225919 1.220594 -3.901413 0.04 -0.03 -0.06
H -1.158013 -1.760061 -4.985665 0.01 -0.02 0.02
H -1.402514 3.565424 4.893425 0.01 0.00 -0.02
C 1.808645 2.230307 -1.757590 -0.05 -0.13 -0.03
C -0.954092 2.505009 -4.514239 -0.01 -0.13 0.02
H 0.023491 -0.439797 2.913385 -0.15 0.08 -0.02
H -1.191701 3.532719 -1.256121 -0.01 0.06 0.06
P -0.542260 0.852549 -2.131926 0.11 0.21 -1.50
H -1.289630 1.696721 -5.158610 0.03 0.10 -0.01
C -0.975434 -0.734607 -4.646512 0.02 0.00 -0.04
H -2.621473 -0.908795 -1.650231 -0.02 -0.08 0.06
C -2.741016 4.934714 3.876193 -0.03 0.05 0.01
C -0.999309 -0.727905 -3.116677 0.05 0.07 0.14
C -2.423084 -1.132307 -2.696422 -0.05 0.07 0.06
H -4.006046 6.141350 2.642636 -0.01 -0.02 0.00
H -0.295359 -2.777520 -2.973100 -0.05 0.02 -0.04
C -1.867799 3.847758 3.957632 0.09 -0.11 0.00
O -1.798756 2.654663 0.617920 -0.31 0.46 0.14
H 0.048213 3.862431 -2.476347 0.00 0.05 -0.02
H 0.128392 2.593764 -4.602421 0.03 0.02 -0.03
```
Positions in Å, forces in eV/Å.